Entry 1:
C41H69ClN3O13S | the ωB97M-V functional and the def2-TZVPD basis

XYZ file:
```
128
Properties=species:S:1:pos:R:3:mulliken_charge:R:1
C 8.93308 3.25777 2.07772 -1.06
C 8.38845 1.76649 2.15389 0.35
C 9.50096 0.72585 2.60654 -1.00
C 9.01590 -0.79320 2.57384 -0.59
C 9.63698 -1.56096 1.31378 -0.79
C 8.64533 -1.37460 0.09545 0.08
C 8.13659 -2.71456 -0.54483 -0.88
C 7.14162 -2.34037 -1.72191 -0.26
C 5.79393 -3.14997 -1.70577 -0.90
C 4.59015 -2.22419 -2.13614 -0.53
C 3.22741 -2.70515 -1.52711 -0.85
C 2.84084 -1.91661 -0.20231 -0.24
C 1.49969 -2.57983 0.32790 -0.81
C 0.80993 -1.69423 1.44407 -0.94
C -0.29521 -0.73448 0.90065 -0.38
N -0.41059 -0.49052 -0.56517 0.25
C -1.39726 0.64733 -0.63572 -1.36
C -2.01514 0.84551 -2.05677 0.18
Cl -2.86820 2.43412 -2.18877 -0.15
C -0.95773 0.77139 -3.22539 -0.73
C 0.34837 1.59922 -2.97830 -0.91
C -2.39077 0.38217 0.61351 0.55
C -3.92378 0.48074 0.32290 -1.50
C -4.85738 -0.12589 1.46090 -0.65
S -6.29095 -0.92499 0.58719 -0.16
C -7.30261 0.46820 0.04129 0.18
N -7.03863 1.74972 0.20940 0.25
N -8.08924 2.41993 -0.34722 -0.72
C -8.92002 1.53350 -0.83785 0.01
O -8.46493 0.23948 -0.63870 -0.19
C -1.80681 -0.95862 1.28476 -0.55
C -2.44589 -2.30585 0.74838 0.10
C -2.75306 -3.29781 1.91486 -0.23
O -3.80585 -3.25103 2.47928 -0.56
O -1.83377 -4.24673 2.33185 -0.24
C -2.45742 -5.44851 2.77608 0.63
C -2.94446 -6.54440 1.78208 -0.83
O -2.56982 -5.63723 3.93129 -0.44
H 10.02472 3.26524 2.30756 0.40
H 8.75983 3.67764 1.05447 0.21
H 8.37885 3.92458 2.78960 0.21
H 8.02111 1.50540 1.11479 -0.34
H 7.57531 1.74672 2.91838 0.41
H 9.77382 1.00706 3.65301 0.35
H 10.41845 0.89092 1.98310 0.44
H 9.46365 -1.28458 3.47987 0.35
H 7.90254 -0.90073 2.55059 0.38
H 10.59166 -1.03586 1.08111 0.29
H 9.80821 -2.64279 1.55120 0.40
H 9.19663 -0.81593 -0.70656 0.31
H 7.73971 -0.73419 0.34933 -0.17
H 9.02933 -3.20454 -1.01911 0.28
H 7.69780 -3.42079 0.20076 0.33
H 7.70780 -2.42944 -2.68533 0.48
H 6.89142 -1.25111 -1.61828 0.03
H 5.87372 -3.93051 -2.51062 0.24
H 5.61863 -3.70297 -0.75292 0.45
H 4.76272 -1.14212 -1.91773 0.17
H 4.49752 -2.31325 -3.25268 0.39
H 3.24498 -3.78926 -1.25148 0.33
H 2.37690 -2.53368 -2.23493 0.44
H 3.66813 -1.96862 0.54199 0.45
H 2.68354 -0.82669 -0.44998 -0.08
H 0.83630 -2.66770 -0.56901 0.33
H 1.80100 -3.56559 0.75154 0.47
H 1.62144 -1.03627 1.85601 0.54
H 0.47853 -2.32449 2.30332 0.36
H -0.07530 0.29495 1.28990 0.24
H -0.90020 -1.19700 -1.13790 0.60
H 0.52413 -0.33937 -0.96617 0.34
H -0.93884 1.62182 -0.32277 0.26
H -2.74757 0.00727 -2.20861 0.53
H -0.74843 -0.31256 -3.42384 0.32
H -1.44631 1.18510 -4.14413 0.52
H 0.83952 1.42188 -1.98939 0.10
H 1.09910 1.29551 -3.75462 0.35
H 0.20935 2.70268 -3.07180 0.32
H -2.18042 1.16548 1.37981 0.38
H -4.20962 0.03592 -0.66229 0.43
H -4.20232 1.56143 0.25253 0.17
H -4.34974 -0.86424 2.11920 0.46
H -5.21348 0.71023 2.10307 0.48
H -9.85029 1.84742 -1.33992 0.43
H -1.97352 -0.86422 2.38757 0.85
H -1.76561 -2.83572 0.02267 0.38
H -3.40322 -2.13826 0.20114 0.43
H -2.10592 -7.08563 1.28726 0.28
H -3.54052 -7.27420 2.36779 0.32
H -3.59318 -6.11940 0.97098 0.27
C 5.76321 5.55361 -0.27582 -1.42
C 5.28103 4.17305 -0.67711 0.55
C 4.18347 3.61129 0.18158 -0.70
O 4.35453 2.20339 -0.00357 -0.25
C 5.67898 2.00611 -0.27377 0.57
O 6.21564 0.94153 -0.30262 -0.51
O 6.30731 3.18762 -0.49656 -0.36
H 5.53263 5.77597 0.76810 0.34
H 6.84257 5.64450 -0.39959 0.34
H 5.27772 6.31779 -0.88414 0.38
H 5.00786 4.16660 -1.73718 0.31
H 3.19061 3.92856 -0.13695 0.31
H 4.30715 3.83279 1.24506 0.34
C -9.95703 -1.54280 -2.71392 -1.29
C -10.72419 -2.85096 -2.73813 0.55
C -9.86919 -4.08740 -2.69808 -0.58
O -10.71713 -5.05472 -3.31204 -0.33
C -11.52995 -4.37276 -4.17180 0.58
O -12.23616 -4.88214 -4.97763 -0.50
O -11.41361 -3.02722 -3.98094 -0.39
H -8.92600 -1.67010 -3.05260 0.29
H -10.42513 -0.80017 -3.36182 0.41
H -9.91749 -1.14593 -1.70213 0.33
H -11.47827 -2.85631 -1.94473 0.34
H -9.60570 -4.38932 -1.68444 0.30
H -8.95712 -4.00391 -3.29678 0.35
C -7.09810 5.69671 2.42605 -1.36
C -5.75113 5.89943 1.76008 0.66
C -4.83602 4.70882 1.80911 -0.31
O -3.54991 5.31680 1.69149 -0.31
C -3.66293 6.57232 2.21882 0.56
O -2.74415 7.29056 2.44612 -0.54
O -4.96733 6.88216 2.45243 -0.37
H -7.07053 4.88671 3.15815 0.33
H -7.41871 6.59911 2.94724 0.38
H -7.85366 5.43602 1.68370 0.33
H -5.89190 6.25865 0.73592 0.32
H -5.01023 4.00613 0.99348 0.02
H -4.87275 4.17034 2.76095 0.26
```

## Properties
Total charge = +1
E_LUMO = -2.958 eV
Energy relative to the best compared isomer or geometry (same formula, charge and spin) = 0.0 kJ/mol
HOMO = -11.5 eV
Calculated total energy = -98072.9235 eV

Entry 2:
C41H69IN6O8S | the ωB97M-V functional and the def2-TZVPD basis

XYZ file:
```
126
Properties=species:S:1:pos:R:3:mulliken_charge:R:1
C 9.52550 0.39261 1.39429 -0.42
C 9.14985 -0.49701 0.23941 -0.33
C 8.31474 -1.92643 0.43790 0.52
O 8.82240 -3.07762 -0.04568 -0.54
O 7.02493 -1.84303 1.14829 -0.18
C 6.33384 -3.14174 1.13661 -0.53
C 4.98778 -2.97576 2.08347 -0.27
C 3.68943 -3.32142 1.08789 0.27
C 2.38225 -3.39925 2.07333 -1.10
C 0.93013 -3.19267 1.26922 0.66
C 0.67730 -4.40266 0.19413 -0.91
C -0.82227 -5.06242 0.21962 0.63
O -1.08147 -6.24089 1.10423 -0.27
C -0.50505 -6.03762 2.44149 0.43
N -0.34635 -5.82241 3.73144 -0.48
O -0.85336 -5.74320 -1.11836 -0.52
S -2.48949 -6.14323 -1.47904 1.22
O -3.05008 -7.50356 -0.98081 -0.58
O -2.54671 -6.25974 -3.02141 -0.59
O -3.13948 -4.74406 -0.71571 -0.42
C -2.14782 -4.05087 0.17272 1.27
C -2.01058 -2.60147 -0.57768 -0.16
C -1.57759 -2.66391 -2.15583 -0.70
C -2.86663 -2.72923 -3.20748 -0.83
I -4.24942 -1.03346 -3.01713 0.04
C -3.06485 -3.94354 1.56795 -0.97
C -2.75033 -2.60268 2.45497 0.20
C -3.93295 -2.55215 3.63696 -0.76
C -5.07332 -1.41014 3.29634 -0.36
C -6.40030 -2.23667 2.72890 -0.44
O -7.22321 -1.40988 1.82424 -0.38
C -6.68313 -1.42693 0.44353 -0.35
H 8.88193 0.47520 2.38683 0.14
H 10.50015 1.04363 1.31098 0.27
H 9.43057 -0.12012 -0.83246 0.31
H 6.97165 -4.04181 1.52739 0.36
H 5.97522 -3.43228 0.04756 0.35
H 4.87233 -1.87834 2.53465 0.25
H 4.96262 -3.80750 2.91962 0.24
H 3.88099 -4.42766 0.69269 0.34
H 3.57661 -2.54736 0.21225 -0.61
H 2.44345 -2.62434 2.97129 0.34
H 2.38737 -4.47379 2.59031 0.26
H 0.10599 -3.33077 2.12192 -0.47
H 0.86653 -2.10872 0.81607 0.27
H 1.53863 -5.19685 0.28905 0.46
H 0.81075 -3.91782 -0.88857 0.07
H -1.18722 -1.92950 -0.03407 0.14
H -3.03749 -2.02605 -0.37843 0.00
H -1.04884 -1.62093 -2.39595 0.30
H -0.78585 -3.48615 -2.42551 0.27
H -2.42863 -2.67811 -4.31660 0.42
H -3.43303 -3.77806 -3.14189 0.26
H -3.05400 -4.92958 2.19841 0.27
H -4.18372 -3.82454 1.17051 -0.01
H -1.73533 -2.61567 3.04016 0.09
H -2.84901 -1.58689 1.88038 0.21
H -4.45420 -3.61362 3.73682 0.36
H -3.39356 -2.22671 4.64071 0.37
H -5.33931 -0.78283 4.26919 0.26
H -4.71688 -0.62361 2.48343 0.23
H -6.00909 -3.23167 2.24508 0.23
H -7.03414 -2.50283 3.69376 0.26
H -6.59635 -2.53666 0.03841 0.21
H -5.67632 -0.83646 0.33511 0.11
H -7.49450 -0.86445 -0.22515 0.21
C -6.26522 2.16683 -5.07355 -1.01
C -7.21391 3.29319 -4.67575 -0.53
C -6.90613 3.86964 -3.29237 0.23
C -7.03999 2.78026 -2.24080 0.30
N -7.15100 1.87653 -1.36847 -0.55
H -6.34530 1.31207 -4.39454 0.14
H -6.50434 1.80589 -6.07889 0.35
H -5.22477 2.51164 -5.07325 0.32
H -8.24330 2.91512 -4.70060 0.31
H -7.14678 4.09399 -5.42037 0.35
H -7.60363 4.68121 -3.05998 -0.32
H -5.88958 4.27658 -3.26255 0.37
C 4.33074 0.19056 -4.09368 -1.25
C 4.50122 0.69540 -2.66433 -0.61
C 4.38684 -0.41886 -1.62216 -0.03
C 3.01263 -1.06284 -1.70775 0.25
N 1.87266 -1.59709 -1.77881 -0.52
H 3.33633 -0.23730 -4.25540 0.38
H 4.44868 1.01471 -4.80434 0.33
H 5.07862 -0.57469 -4.33137 0.35
H 3.74650 1.46690 -2.46842 0.28
H 5.48248 1.17359 -2.57100 0.35
H 4.52970 -0.00893 -0.61682 0.30
H 5.15398 -1.18261 -1.78964 0.27
C 4.35010 6.32275 -1.53746 -1.12
C 5.49920 5.66248 -2.29281 -0.42
C 5.10274 5.20554 -3.69808 -0.33
C 3.98121 4.18349 -3.60834 0.31
N 3.05079 3.33567 -3.53387 -0.58
H 3.51944 5.62812 -1.37750 0.35
H 4.68667 6.65834 -0.55142 0.32
H 3.97101 7.19427 -2.08352 0.30
H 5.85995 4.80548 -1.71090 0.27
H 6.32961 6.37308 -2.36833 0.32
H 5.96269 4.75219 -4.20219 0.27
H 4.76698 6.05740 -4.29929 0.32
C -10.23794 8.55544 -0.86366 -1.13
C -9.11718 7.69460 -0.28937 -0.43
C -7.87848 7.65450 -1.18647 -0.33
C -8.24376 7.06771 -2.54025 0.30
N -8.54680 6.58098 -3.66331 -0.56
H -10.60135 8.16188 -1.81819 0.35
H -11.08986 8.57789 -0.17671 0.33
H -9.89958 9.58598 -1.02153 0.30
H -9.49624 6.67724 -0.13284 0.29
H -8.83494 8.08798 0.69340 0.31
H -7.10051 7.03713 -0.72520 0.28
H -7.47298 8.66219 -1.32784 0.33
C 7.20354 0.81799 7.04942 -1.16
C 8.35264 0.15772 6.29407 -0.63
C 7.95618 -0.29923 4.88879 -0.12
C 6.83465 -1.32128 4.97854 0.26
N 5.90423 -2.16909 5.05301 -0.53
H 6.37288 0.12336 7.20937 0.36
H 7.54011 1.15358 8.03545 0.34
H 6.82445 1.68951 6.50335 0.30
H 8.71339 -0.69928 6.87598 0.31
H 9.18305 0.86832 6.21855 0.33
H 8.81613 -0.75257 4.38469 0.33
H 7.62042 0.55264 4.28759 0.22
```

## Properties
Total charge = 0
E_LUMO = -0.480 eV
SMILES string = C=CC(=O)OCCCCCC[C@]1(OC#N)OS(=O)(=O)O[C@@]1(CCCI)CCCCCOC.CCCC#N.CCCC#N.CCCC#N.CCCC#N.CCCC#N
HOMO = -9.1 eV
Calculated total energy = -87871.5423 eV

Entry 3:
C41H71BN8O2RuS3SbSi3 | the ωB97M-V functional and the def2-TZVPD basis

XYZ file:
```
131
Properties=species:S:1:pos:R:3:mulliken_charge:R:1
Ru -1.37667 1.08569 0.40408 0.96
C -3.69165 -3.96606 0.73100 -1.78
C -2.25892 -3.77092 0.34493 -0.02
C -1.38608 -4.78736 0.15973 -0.51
C -0.01952 -4.55028 -0.19937 -0.07
N 0.43333 -3.33929 -0.32631 -0.49
N -0.45791 -2.33622 -0.13415 0.51
B 0.14815 -0.98561 -0.39353 -0.69
N 0.29551 -0.65310 -1.85805 1.31
N 0.02327 -1.63105 -2.74645 -0.68
C 0.41348 -1.42415 -3.96894 0.06
C 1.14398 -0.23619 -4.31470 -0.52
C 1.34065 0.76345 -3.42596 -0.35
C 2.05331 2.04074 -3.74501 -1.67
C 0.78676 0.54168 -2.12749 0.33
S 0.63718 1.66965 -0.87547 -0.05
C 0.04459 -2.45055 -5.02705 1.87
C 1.25790 -2.73798 -5.92267 -1.73
C -0.42199 -3.74836 -4.37281 -1.68
C -1.09515 -1.85027 -5.86647 -1.78
N 1.39636 -0.79809 0.45952 1.12
N 2.51225 -1.15351 -0.22325 -0.38
C 3.61265 -1.28206 0.45596 0.11
C 3.61546 -1.10706 1.87125 -0.49
C 2.50129 -0.72452 2.53789 0.61
C 2.47144 -0.49690 4.01529 -1.67
C 1.32101 -0.50505 1.75398 -0.25
S -0.12339 0.13690 2.37078 -0.32
C 4.89130 -1.61335 -0.29177 2.16
C 5.86251 -0.43783 -0.11148 -1.80
C 4.61421 -1.82539 -1.77799 -1.62
C 5.50377 -2.89112 0.30141 -1.44
C -1.73556 -2.45086 0.15428 0.98
S -2.66125 -1.04198 0.26952 -0.35
C 0.93713 -5.70624 -0.42882 2.18
C 2.31159 -5.19520 -0.84839 -1.57
C 1.06272 -6.50381 0.87793 -1.79
C 0.36593 -6.60657 -1.53382 -1.41
H -3.89004 -5.01057 0.96174 0.45
H -4.35263 -3.65131 -0.07923 0.36
H -3.93782 -3.35340 1.59973 0.32
H -1.72224 -5.80726 0.30046 0.48
H 1.51840 -0.12503 -5.32478 0.41
H 2.21129 2.13965 -4.81665 0.46
H 3.02599 2.06733 -3.24782 0.31
H 1.48412 2.89984 -3.38606 0.23
H 2.13359 -3.02057 -5.33318 0.32
H 1.52429 -1.88859 -6.55324 0.39
H 1.02391 -3.56792 -6.59024 0.47
H 0.36219 -4.16797 -3.73777 0.14
H -0.66233 -4.47259 -5.15191 0.57
H -1.30906 -3.59639 -3.75692 0.25
H -0.80181 -0.90399 -6.32777 0.38
H -1.97958 -1.67213 -5.25141 0.34
H -1.36826 -2.54006 -6.66644 0.48
H 4.53603 -1.26288 2.42034 0.45
H 3.44613 -0.69559 4.45581 0.46
H 1.72781 -1.13954 4.48973 0.35
H 2.18019 0.53195 4.23446 0.05
H 5.43424 0.48851 -0.50165 0.33
H 6.78718 -0.63844 -0.65457 0.48
H 6.12369 -0.28024 0.93711 0.36
H 4.20604 -0.92408 -2.24106 0.20
H 3.90190 -2.63670 -1.94015 0.16
H 5.54931 -2.07660 -2.27977 0.51
H 5.81616 -2.75716 1.33852 0.35
H 6.38949 -3.16929 -0.27142 0.50
H 4.80158 -3.72489 0.25902 0.15
H 2.75373 -4.56768 -0.07326 0.11
H 2.25708 -4.60150 -1.76343 0.08
H 2.97063 -6.04635 -1.02477 0.56
H 1.44853 -5.87824 1.68601 0.33
H 1.75483 -7.33462 0.73341 0.48
H 0.10786 -6.92596 1.19699 0.37
H 0.24717 -6.05891 -2.47042 0.09
H -0.60238 -7.03036 -1.26091 0.37
H 1.04829 -7.43903 -1.71161 0.49
C -6.35894 -0.03213 2.56710 -0.93
N -5.09363 0.67720 2.79382 0.09
C -4.64319 0.90598 4.04255 -0.01
C -3.46571 1.51997 4.28033 -1.57
C -2.70522 1.89560 3.14773 -0.37
O -1.63402 2.60534 3.34122 -0.02
N -3.08156 1.59983 1.89377 2.01
C -4.32452 1.00131 1.66679 -0.64
O -4.76264 0.78027 0.56396 -0.52
H -6.99206 0.10753 3.43878 0.36
H -6.17539 -1.09278 2.40538 0.26
H -6.84032 0.37704 1.68645 0.33
H -5.30544 0.60697 4.84483 0.45
H -3.12943 1.75498 5.27686 0.64
C -1.31212 6.95878 1.16737 -1.06
Si -1.98674 5.65808 2.28704 0.80
C -1.50020 5.82039 4.05906 -1.05
C -3.80890 5.40308 2.13766 -1.00
Sb -0.79144 3.40615 1.62765 -1.18
Si -2.39987 2.66339 -1.19795 2.12
C -2.49215 1.39375 -2.56687 -1.04
C -1.40109 4.14557 -1.74752 -0.94
C -4.07783 3.32979 -0.79840 -0.89
Si 1.55076 3.70252 2.77771 0.26
C 2.75772 2.69772 1.80516 -0.44
C 1.30306 3.15408 4.51435 -1.03
C 1.99268 5.48542 2.57240 -1.11
H -1.88106 7.88548 1.29220 0.43
H -1.38927 6.66361 0.12049 0.32
H -0.26532 7.17757 1.38852 0.30
H -2.16642 6.55123 4.52711 0.55
H -0.47523 6.16304 4.19364 0.29
H -1.62360 4.86971 4.58232 0.21
H -4.32250 6.06061 2.84544 0.52
H -4.09399 4.37604 2.37695 0.09
H -4.16509 5.63479 1.13423 0.32
H -1.54617 1.32862 -3.10740 0.09
H -3.26388 1.74304 -3.26531 0.73
H -2.78624 0.40339 -2.21890 0.03
H -0.31986 4.02985 -1.68964 0.20
H -1.70021 5.02183 -1.16596 -0.09
H -1.65470 4.36416 -2.79168 0.54
H -4.85601 2.62416 -1.09015 0.39
H -4.21842 4.26788 -1.34337 0.51
H -4.19835 3.52278 0.26400 -0.23
H 2.37500 1.70016 1.60449 -0.46
H 3.71265 2.60854 2.33289 0.51
H 2.94633 3.18263 0.84448 0.40
H 0.71802 2.23393 4.55213 0.22
H 0.77457 3.91552 5.09173 0.39
H 2.27625 2.98243 4.98386 0.54
H 2.05744 5.73309 1.50933 0.28
H 2.97829 5.66560 3.01307 0.45
H 1.29082 6.17183 3.04386 0.28
```

## Properties
Total charge = +2
E_LUMO (alpha / beta) = -5.478 / -5.788 eV
Energy relative to the best compared isomer or geometry (same formula, charge and spin) = 28.2 kJ/mol
2S+1 = 2
HOMO (alpha / beta) = -12.2 / -12.6 eV
Expectation value of S² = 0.761
Calculated total energy = -125614.4564 eV